ORCA calculation (ωB97M-V/def2-TZVPD) on a cluster of 7 separate species, C18H29Cl12NO2 in total in a non-equilibrium geometry.

XYZ file:
```
62
Properties=species:S:1:pos:R:3:forces:R:3
O -15.259090 10.218044 4.418459 0.09 -0.21 -0.32
N -15.610382 10.684593 5.479754 -0.11 0.67 0.26
O -15.454852 11.847546 5.810452 -0.01 -0.47 -0.10
C -16.281297 9.780283 6.415095 -0.25 -0.12 -0.32
C -16.601971 8.510238 5.999370 0.26 -0.59 -0.27
C -17.183114 7.635054 6.909749 0.28 0.18 0.06
C -17.463272 8.077660 8.194394 0.01 -0.39 -0.17
C -17.293295 9.414952 8.516190 -0.04 -0.30 0.74
C -16.665595 10.257116 7.637239 -0.49 1.10 0.00
H -16.345165 8.219236 4.989951 0.00 -0.15 0.10
H -17.375513 6.601776 6.653887 0.01 0.04 -0.15
H -17.784929 7.342597 8.921590 -0.31 0.24 0.07
H -17.629243 9.798081 9.470171 0.07 -0.06 0.05
H -16.609483 11.323332 7.805092 0.35 -0.06 0.29
Cl -22.602504 11.138401 3.520262 0.05 -0.09 0.05
C -21.537256 11.089736 2.090585 -0.36 -0.56 0.25
C -20.961187 12.407472 1.766438 -0.31 1.25 -1.41
Cl -22.275888 13.551681 1.239440 0.15 -0.08 0.34
H -22.124500 10.762258 1.236749 -0.09 -0.17 0.10
H -20.757531 10.358494 2.288406 -0.08 0.15 0.02
H -20.419992 12.318067 0.823315 0.48 -0.17 0.34
H -20.379183 12.926013 2.515931 0.05 -0.20 0.24
Cl -15.251158 1.805373 4.594618 0.12 -0.10 0.09
C -16.306097 2.866346 3.650731 -0.46 0.38 -0.14
C -17.157965 3.724113 4.576877 0.16 -0.27 -0.65
Cl -18.490460 4.419560 3.600953 -0.09 0.11 0.02
H -16.979540 2.277021 3.033654 0.21 -0.25 0.02
H -15.688500 3.486113 3.008217 0.05 -0.01 -0.03
H -16.583518 4.558648 4.960816 -0.06 -0.07 0.39
H -17.623553 3.089740 5.320762 0.08 0.22 0.32
Cl -15.803926 14.949882 1.058947 -0.12 0.07 0.08
C -16.998177 14.078940 0.064155 -0.45 0.06 -0.09
C -16.596400 14.063230 -1.400138 0.30 -0.63 0.27
Cl -17.350805 15.383863 -2.308798 0.08 0.20 -0.10
H -17.967289 14.564586 0.173044 0.12 0.14 0.09
H -17.111989 13.080657 0.481626 0.31 -0.14 -0.11
H -16.885266 13.129528 -1.877814 -0.20 -0.01 0.02
H -15.512798 14.117572 -1.473597 -0.03 0.23 -0.15
Cl -20.566990 9.271918 -1.298456 -0.04 -0.16 0.01
C -19.327746 10.221992 -2.186779 -0.45 0.25 0.43
C -18.093594 9.396791 -2.367216 0.50 0.10 -0.09
Cl -16.902260 10.337965 -3.313374 -0.07 0.08 -0.18
H -19.134887 11.071219 -1.536479 0.13 0.14 -0.19
H -19.779698 10.554740 -3.114183 0.06 -0.04 -0.09
H -18.273200 8.469394 -2.899924 -0.06 -0.05 0.04
H -17.615638 9.228427 -1.409434 -0.06 -0.31 0.04
Cl -16.226481 7.432304 2.543758 -0.01 -0.32 -0.03
C -17.967756 7.676899 2.214268 0.44 0.35 0.17
C -18.335178 9.124047 2.439402 -0.79 -0.71 -0.81
Cl -17.710551 10.157479 1.124972 -0.09 0.26 0.24
H -18.560721 7.059911 2.883297 0.20 -0.15 0.10
H -18.132717 7.370092 1.187123 -0.12 0.04 -0.05
H -18.032382 9.495026 3.410259 0.09 0.16 0.01
H -19.420498 9.128614 2.313544 0.15 0.27 0.31
Cl -12.762180 12.620318 1.513250 0.04 -0.10 -0.10
C -14.233550 11.678722 1.902873 0.23 -0.29 -0.09
C -14.400056 10.441242 1.043694 0.83 -0.20 0.63
Cl -14.486014 10.819257 -0.694065 -0.30 -0.17 0.14
H -15.059581 12.371034 1.785096 -0.14 -0.01 0.17
H -14.107147 11.344738 2.932173 -0.27 0.27 -0.17
H -15.257136 9.859543 1.371786 -0.23 0.38 -0.28
H -13.566270 9.758637 1.225258 0.22 0.26 -0.38
```
Forces are in eV/Å.

## Properties
Max |F|   0.03712 Eh/bohr
Net charge   0
SMILES   O=[N+]([O-])c1ccccc1.ClCCCl.ClCCCl.ClCCCl.ClCCCl.ClCCCl.ClCCCl
Molar mass   716.87 g mol⁻¹
Spin multiplicity   1
Energy relative to the best compared isomer or geometry (same formula, charge and spin)   0.00 kcal per mole


ORCA calculation (ωB97M-V/def2-TZVPD) on a cluster of 3 separate species, C15H36N4O5P in total in a non-equilibrium geometry.

XYZ file:
```
61
Properties=species:S:1:pos:R:3:forces:R:3
C -6.077883 0.202332 3.224444 -0.39 -0.60 -0.66
C -5.275922 -0.911710 2.531799 0.75 1.39 -0.03
C -4.131649 -0.278339 1.719277 0.35 -1.05 -0.42
C -4.608677 0.276939 0.380223 -0.48 0.37 1.01
N -3.662951 1.128288 -0.309718 -0.26 0.01 -0.97
N -2.389737 0.515430 -0.462593 0.31 0.10 0.80
C -1.577204 1.240841 -1.329460 -0.65 0.26 -0.34
N -1.369409 0.840123 -2.594200 0.04 -1.05 -0.66
C -0.116135 -0.010875 -2.636585 0.32 0.39 -0.07
N -0.966991 2.318966 -0.967164 0.69 0.25 0.89
C -1.015975 2.939502 0.360565 0.36 0.14 -0.61
P 0.356706 4.123474 0.725196 -0.06 0.52 1.17
O -0.251535 5.256858 1.351803 -1.26 1.61 0.42
O 1.330071 3.394348 1.767420 -0.16 -0.84 -1.12
O 1.177130 4.510969 -0.570612 0.38 -1.69 0.02
H -5.443505 1.034929 3.502197 0.19 0.06 0.34
H -6.822506 0.599262 2.536311 -0.17 0.08 0.07
H -6.597537 -0.198177 4.086090 -0.12 0.17 0.21
H -4.814248 -1.542855 3.280548 -0.15 -0.39 0.05
H -5.882659 -1.483611 1.836352 -0.20 -0.34 0.23
H -3.401962 -1.064177 1.499330 0.10 -0.06 0.03
H -3.595374 0.454208 2.325541 -0.14 0.32 0.01
H -5.476100 0.902924 0.581595 -0.09 0.23 -0.18
H -4.977881 -0.532154 -0.241446 0.27 -0.12 -0.33
H -3.618407 2.061338 0.081067 0.14 -0.12 0.34
H -1.873869 0.420972 0.418631 -0.30 -0.08 0.13
H -2.159366 0.276815 -2.891138 0.03 -0.09 0.04
H 0.697428 0.546354 -3.077568 0.08 0.04 -0.22
H 0.200168 -0.323240 -1.644145 -0.09 -0.05 0.15
H -0.286734 -0.913459 -3.200291 -0.19 -0.01 -0.26
H -0.420026 2.786048 -1.685524 -0.14 0.04 -0.01
H -1.922384 3.530852 0.418585 -0.02 0.35 0.04
H -1.063303 2.221976 1.174807 0.06 -0.36 -0.13
H 0.732325 2.976133 2.409273 0.59 0.09 0.30
H 1.823312 3.806571 -0.772355 0.14 0.52 -0.24
C 2.921901 -3.726155 -3.924127 0.06 0.08 -0.18
C 3.977769 -3.115354 -3.009735 -0.07 -0.08 0.19
C 3.530648 -1.663981 -2.941628 0.09 0.11 -0.15
O 2.099687 -1.668569 -3.079533 0.12 -0.13 0.03
C 1.670548 -2.973180 -3.502990 -0.07 -0.08 0.17
H 2.820612 -4.804412 -3.819241 -0.01 0.01 0.03
H 3.159668 -3.505627 -4.966829 -0.03 -0.02 0.00
H 3.922056 -3.572588 -2.019300 0.03 0.02 0.00
H 4.995426 -3.226575 -3.378263 -0.01 0.02 -0.02
H 3.950058 -1.079032 -3.765949 0.05 -0.01 0.02
H 3.802565 -1.182614 -2.000892 -0.08 0.01 -0.01
H 1.179783 -3.462792 -2.654737 -0.01 -0.06 -0.04
H 0.946065 -2.872506 -4.313200 0.01 0.08 0.00
C 3.019541 0.513382 1.748127 -0.12 -0.01 -0.05
C 3.695828 0.302425 3.097225 0.13 0.01 -0.02
C 3.543407 -1.200691 3.286024 -0.15 -0.06 0.04
O 3.552471 -1.778583 1.975517 -0.07 0.15 0.00
C 3.420960 -0.749470 0.997975 0.16 -0.09 0.03
H 3.327431 1.425932 1.239515 0.02 0.01 0.02
H 1.931977 0.543196 1.876406 0.00 -0.01 -0.01
H 4.752217 0.568300 3.027821 -0.01 0.01 0.01
H 3.254056 0.879019 3.908541 -0.01 -0.02 0.00
H 2.587946 -1.447279 3.761472 0.03 0.03 0.07
H 4.346631 -1.635864 3.879275 0.01 -0.06 -0.06
H 4.389159 -0.622914 0.501196 -0.03 0.08 -0.07
H 2.684379 -1.051923 0.249076 0.01 -0.08 0.01
```
Forces are in eV/Å.

## Properties
Max |F|   0.04051 Eh/bohr
Net charge   +1
Energy   -41618.91690 eV
Molar mass   383.45 g mol⁻¹
Spin multiplicity   1


ORCA calculation (ωB97M-V/def2-TZVPD) on a cluster of 3 separate species, C4H10 in total in a non-equilibrium geometry.

XYZ file:
```
14
Properties=species:S:1:pos:R:3:forces:R:3
C -0.843268 0.839658 0.904251 -2.38 -1.73 3.97
C 0.153706 -0.189006 1.145554 -0.20 -2.47 -1.24
C -0.094500 -1.490677 0.838137 2.47 1.26 -0.45
C 0.723544 0.489350 -1.853294 0.07 -1.21 0.36
H -0.737333 1.795146 1.396531 0.07 0.15 -0.23
H -1.511603 0.779425 0.055988 0.03 -0.06 0.09
H 1.116961 0.091752 1.547245 0.00 -0.02 0.31
H 1.083768 0.504390 -2.876377 0.21 0.41 -0.05
H 0.784224 -2.113437 0.964617 -0.32 -0.50 -0.06
H -1.557247 -0.134527 2.208502 0.39 3.18 -2.57
H -0.896382 -1.836162 0.189699 -0.21 0.09 0.59
H 0.907963 -0.542192 -1.475398 -0.06 0.82 -0.22
H 1.234119 1.194814 -1.173105 -0.35 -0.20 -0.58
H -0.363952 0.611465 -1.872350 0.27 0.28 0.09
```
Forces are in eV/Å.

## Properties
Max |F|   0.09603 Eh/bohr
Net charge   0
Molar mass   58.12 g mol⁻¹
Spin multiplicity   1
Energy relative to the best compared isomer or geometry (same formula, charge and spin)   109.16 kcal per mole


ORCA calculation (ωB97M-V/def2-TZVPD) on a cluster of 2 separate species, C5H13NS in total.

XYZ file:
```
20
Properties=species:S:1:pos:R:3:forces:R:3
C 3.596688 -0.762476 -1.218921 0.04 -0.11 0.06
C 2.424141 -1.005422 -0.630727 -0.07 0.26 -0.16
C 1.303541 -0.009733 -0.634044 -0.13 -0.08 0.19
N 2.147972 -2.160305 0.097794 0.24 -0.49 0.04
H 4.405273 -1.483322 -1.205813 -0.03 -0.03 0.01
H 3.781980 0.181323 -1.706023 -0.03 0.05 -0.01
H 1.028715 0.255346 0.389200 0.07 0.05 0.04
H 0.402321 -0.430790 -1.080756 -0.05 -0.05 -0.14
H 1.556010 0.898243 -1.172844 0.06 -0.01 -0.03
H 1.192019 -2.486992 0.086825 0.07 0.18 -0.07
H 2.797683 -2.923906 -0.060582 -0.17 0.23 0.07
C -2.269234 0.365208 2.126127 0.01 -0.01 -0.18
C -2.518831 0.168698 0.628263 0.05 0.31 0.46
S -1.968263 1.673765 -0.268843 -0.17 -0.36 -0.01
H -2.656374 1.329612 2.448853 -0.06 0.02 0.04
H -1.203764 0.340706 2.355730 0.03 0.01 -0.01
H -2.759056 -0.412980 2.711369 0.03 -0.07 -0.04
H -1.998171 -0.719676 0.277326 0.05 0.04 -0.17
H -3.581880 0.044601 0.443605 -0.04 -0.01 -0.04
H -2.869752 1.569410 -1.253657 0.10 0.08 -0.06
```
Forces are in eV/Å.

## Properties
Max |F|   0.01093 Eh/bohr
Net charge   0
SMILES   C=C(C)N.CCS
Molar mass   119.23 g mol⁻¹
Spin multiplicity   1
Energy relative to the best compared isomer or geometry (same formula, charge and spin)   13.65 kcal per mole


ORCA calculation (ωB97M-V/def2-TZVPD) on a structure of composition C25H23BBrN9V in a non-equilibrium geometry.

XYZ file:
```
60
Properties=species:S:1:pos:R:3:forces:R:3
V -1.299517 -0.073376 17.977385 -0.82 1.05 -0.31
C -0.966318 -1.033866 22.096918 0.01 -1.80 -1.02
C -1.194634 -0.142966 21.041063 0.36 0.11 0.41
N -1.011978 -0.787848 19.888297 -0.43 0.82 -0.92
N -0.774809 -2.103958 20.096718 0.30 1.85 1.73
C -0.712449 -2.235645 21.428090 -0.05 -2.05 1.50
B -0.636500 -3.192530 19.014947 -0.26 0.52 -0.58
N 0.581174 -2.792184 18.087289 -0.98 1.76 -0.08
C 1.796590 -3.237211 17.755863 -0.50 -0.10 -1.25
C 2.359299 -2.344143 16.832775 0.89 -1.04 0.87
C 1.433353 -1.321182 16.777236 0.59 -0.11 -0.50
N 0.347577 -1.563235 17.491000 0.80 -0.40 0.31
N -1.902868 -3.140112 18.145977 -0.20 1.61 -0.63
C -2.670154 -4.057020 17.530810 1.39 -2.02 1.90
C -3.654604 -3.429818 16.910238 -3.70 0.01 -2.89
C -3.463497 -2.041508 17.074827 -0.71 -1.49 -0.12
N -2.394694 -1.882368 17.792002 1.38 -0.14 1.09
N -0.440492 -4.510052 19.740272 3.02 0.20 -0.21
C 0.736425 -4.828905 20.394209 0.85 2.58 -0.48
C 0.659402 -6.102292 20.814078 0.19 -1.82 1.01
C -0.585162 -6.559990 20.378924 -1.67 0.95 -1.79
N -1.180994 -5.570543 19.647498 -1.47 -2.47 1.23
H -1.100284 -1.016667 23.159714 0.07 0.56 0.15
H -1.468685 0.928808 21.119304 0.24 -1.02 -0.60
H -0.555245 -3.271881 21.810711 -0.19 1.31 0.01
H 1.977899 -4.257493 17.984812 0.74 -0.54 0.36
H 3.343456 -2.375495 16.328885 -0.90 -0.11 0.50
H 1.669823 -0.457982 16.198705 -0.74 0.72 -0.14
H -2.531398 -5.115713 17.768047 0.04 0.58 -0.36
H -4.485220 -3.928496 16.331275 1.10 0.71 0.85
H -4.130033 -1.245043 16.781537 0.46 0.24 -0.01
H 1.568067 -4.084800 20.473106 -1.08 -0.80 0.06
H 1.368048 -6.687579 21.392082 -0.03 0.37 -0.17
H -1.150628 -7.503545 20.454675 0.78 0.58 0.09
C -1.042229 1.654391 12.618270 0.37 0.69 -0.08
C -0.290844 1.557980 13.946256 0.29 0.99 0.08
C 1.047073 2.088031 14.029116 0.26 -0.54 2.05
C 1.616985 2.279862 15.369129 -2.80 -0.26 -2.29
C 0.761050 1.921190 16.407424 1.30 -1.04 0.74
Br 1.546205 1.995837 18.197276 -0.43 0.10 -0.59
N -0.371933 1.213360 16.346574 -1.53 0.57 -0.46
C -1.010816 1.223031 15.112900 2.45 -0.15 -0.86
H -0.999179 2.706142 12.283540 -0.20 -0.23 0.26
H -2.088454 1.395012 12.735276 -0.15 -0.12 0.06
H -0.654234 1.124463 11.741415 0.26 -0.42 0.49
H 1.664482 2.275420 13.129937 -0.62 0.04 0.60
H 2.541232 2.786117 15.569654 0.27 -0.06 -0.07
H -2.009733 0.818130 14.977771 0.09 0.06 0.64
C -2.830056 0.992445 18.515334 1.57 -1.05 -0.87
C -3.817626 1.650750 19.190611 0.28 -2.08 0.64
C -4.157588 2.942641 18.831251 -1.16 1.79 0.21
C -5.049530 3.668153 19.627903 1.09 1.23 -1.76
C -5.545792 3.163846 20.797606 -1.73 -0.24 0.97
C -5.363892 1.813200 21.056739 0.61 -0.78 1.09
C -4.528658 1.030761 20.302963 0.23 0.99 -0.21
H -3.637579 3.327519 17.952540 -0.44 0.32 0.22
H -5.314943 4.687578 19.293997 0.19 -0.46 0.33
H -6.257220 3.664097 21.455745 0.24 0.39 -0.40
H -5.777537 1.391878 21.991417 0.04 0.15 -0.60
H -4.264966 0.055647 20.659847 0.05 -0.52 -0.23
```
Forces are in eV/Å.

## Properties
Max |F|   0.09128 Eh/bohr
Net charge   -1
Energy   -136114.31736 eV
Molar mass   591.18 g mol⁻¹
⟨S²⟩   2.35
Spin multiplicity   3


ORCA calculation (ωB97M-V/def2-TZVPD) on a structure of composition IY.

XYZ file:
```
2
Properties=species:S:1:pos:R:3:forces:R:3
Y -0.713670 -0.193550 -1.293920 0.13 0.03 0.23
I 0.713670 0.193550 1.293920 -0.13 -0.03 -0.23
```
Forces are in eV/Å.

## Properties
Max |F|   0.00513 Eh/bohr
Net charge   +3
Molar mass   215.81 g mol⁻¹
⟨S²⟩   0.75
Spin multiplicity   2
Energy relative to the best compared isomer or geometry (same formula, charge and spin)   0.13 kcal per mole